[1]
The following is a DFT calculation (ωB97M-V/def2-TZVPD) of a cluster of 2 separate species, C4H12N3 in total.

Summary:
HOMO-LUMO gap = 9.6 eV
net charge = +1
energy above the lowest of the compared OMol25 structures with the same formula, charge and spin = 197.2 kJ/mol
energy = -323.6032 hartree
LUMO level = -3.00 eV
HOMO energy = -12.550 eV

Last column: Löwdin charge in e.
Atoms and positions in Å:
C1 1.791 1.344 0.253  -0.09
C2 2.154 0.219 -0.413  -0.26
C3 -1.055 -1.410 0.092  0.04
C4 -1.777 -0.107 0.017  -0.41
N1 2.544 -1.020 0.194  0.05
N2 -1.061 0.972 -0.142  0.17
N3 -3.079 0.127 -0.029  0.20
H1 1.836 1.540 1.384  0.10
H2 1.584 2.325 -0.168  0.06
H3 -1.042 -1.892 -0.999  0.16
H4 -1.643 -2.054 0.628  0.05
H5 0.028 -1.143 0.380  0.10
H6 3.030 -1.071 1.050  0.08
H7 -1.510 1.861 -0.388  0.14
H8 0.034 1.107 -0.119  0.08
H9 2.327 0.401 -1.529  0.15
H10 2.970 -1.609 -0.550  0.11
H11 -3.491 1.042 0.045  0.14
H12 -3.639 -0.631 0.293  0.12

***

[2]
The following is a DFT calculation (ωB97M-V/def2-TZVPD) of a cluster of 2 separate species, C2H5N3O in total.

Summary:
HOMO-LUMO gap = 10.1 eV
energy above the lowest of the compared OMol25 structures with the same formula, charge and spin = 308.3 kJ/mol
energy = -318.6331 hartree
LUMO level = 0.49 eV
HOMO energy = -9.609 eV

Last column: Löwdin charge in e.
Atoms and positions in Å:
C1 1.522 0.916 -0.463  -0.32
C2 -0.614 -0.072 -0.101  -0.29
N1 2.469 1.448 -0.083  0.16
N2 -0.846 0.627 1.000  0.13
N3 0.475 0.227 -0.983  0.05
O1 -0.103 -1.876 0.434  -0.28
H1 -1.491 -0.207 -0.741  0.14
H2 0.005 1.099 1.381  0.13
H3 -1.764 0.856 1.338  0.12
H4 0.869 -0.563 -1.466  0.14
H5 -0.521 -2.456 -0.316  0.03

***

[3]
The following is a DFT calculation (ωB97M-V/def2-TZVPD) of a structure of composition C18H48NaO6.

Summary:
HOMO-LUMO gap = 11.0 eV
net charge = +1
energy above the lowest of the compared OMol25 structures with the same formula, charge and spin = 39.5 kJ/mol
energy = -1328.2175 hartree
LUMO level = -2.12 eV
HOMO energy = -13.127 eV

Last column: Löwdin charge in e.
Atoms and positions in Å:
Na1 0.231 0.499 -0.290  0.38
C1 -0.600 -4.163 -0.375  -0.02
C2 -1.159 -2.951 0.371  -0.46
C3 -1.684 -3.264 1.756  -0.05
O1 -0.182 -1.890 0.453  -0.07
H1 -1.303 -4.990 -0.315  0.09
H2 0.370 -4.463 0.030  0.09
H3 -0.467 -3.846 -1.408  0.06
H4 -1.969 -2.539 -0.244  0.13
H5 -1.035 -3.909 2.361  0.09
H6 -2.651 -3.775 1.700  0.09
H7 -1.837 -2.407 2.414  0.05
H8 0.639 -2.348 0.689  0.09
C4 -3.152 2.628 1.697  -0.03
C5 -2.621 1.245 1.321  -0.47
C6 -3.684 0.135 1.458  -0.03
O2 -2.021 1.216 0.042  -0.06
H9 -2.408 3.353 1.374  0.07
H10 -3.393 2.677 2.757  0.09
H11 -4.110 2.815 1.198  0.09
H12 -1.934 0.961 2.127  0.12
H13 -4.408 0.109 0.635  0.09
H14 -4.306 0.387 2.326  0.09
H15 -3.294 -0.863 1.633  0.06
H16 -2.747 1.197 -0.592  0.10
C7 3.812 -1.873 -1.709  -0.04
C8 3.618 -0.425 -1.244  -0.45
C9 3.137 0.435 -2.378  -0.04
O3 2.612 -0.398 -0.220  -0.07
H17 4.030 -2.552 -0.880  0.08
H18 4.712 -1.936 -2.328  0.09
H19 2.960 -2.275 -2.250  0.07
H20 4.567 -0.037 -0.867  0.14
H21 2.167 0.122 -2.772  0.07
H22 3.847 0.339 -3.202  0.10
H23 2.994 1.492 -2.144  0.08
H24 2.934 -0.591 0.664  0.09
C10 1.305 5.158 -0.206  -0.04
C11 0.355 3.978 -0.333  -0.46
C12 0.072 3.564 -1.767  -0.03
O4 0.949 2.828 0.294  -0.07
H25 0.935 6.026 -0.756  0.09
H26 2.264 4.923 -0.669  0.09
H27 1.449 5.430 0.840  0.08
H28 -0.604 4.192 0.150  0.13
H29 0.962 3.192 -2.293  0.08
H30 -0.389 4.321 -2.397  0.09
H31 -0.538 2.655 -1.829  0.06
H32 1.010 3.000 1.239  0.09
C13 -1.709 -0.870 -4.723  -0.04
C14 -1.192 -1.329 -3.368  -0.46
C15 0.190 -1.955 -3.374  -0.05
O5 -1.120 -0.222 -2.439  -0.07
H33 -2.200 -1.702 -5.236  0.09
H34 -0.910 -0.618 -5.426  0.08
H35 -2.424 -0.056 -4.619  0.08
H36 -1.955 -2.029 -2.997  0.13
H37 0.627 -2.061 -2.385  0.05
H38 0.787 -1.297 -4.009  0.08
H39 0.181 -2.954 -3.813  0.10
H40 -2.021 0.085 -2.300  0.08
C16 2.284 -0.312 4.347  -0.04
C17 0.999 -0.413 3.544  -0.47
C18 -0.234 -0.383 4.449  -0.04
O6 0.812 0.635 2.573  -0.06
H41 2.533 -1.315 4.699  0.09
H42 2.147 0.273 5.258  0.09
H43 3.122 0.063 3.760  0.08
H44 1.026 -1.347 2.979  0.12
H45 -1.146 -0.622 3.907  0.06
H46 -0.318 0.625 4.867  0.09
H47 -0.165 -1.008 5.343  0.09
H48 1.249 1.430 2.898  0.09

***

[4]
The following is a DFT calculation (ωB97M-V/def2-TZVPD) of a structure of composition C46H41NOPPdTe.

Summary:
HOMO-LUMO gap (alpha / beta) = 7.2 / 5.8 eV
net charge = +1
energy above the lowest of the compared OMol25 structures with the same formula, charge and spin = 0.0 kJ/mol
energy = -2644.5261 hartree
LUMO level (alpha / beta) = -2.48 / -4.20 eV
multiplicity = 3
HOMO energy (alpha / beta) = -9.704 / -10.007 eV

Last column: Löwdin charge in e.
Atoms and positions in Å:
Pd1 -0.008 0.438 0.496  0.49
C1 0.954 3.150 4.685  -0.06
C2 0.091 2.440 3.642  -0.39
C3 0.287 3.096 2.282  -0.06
C4 0.448 0.955 3.646  -0.29
C5 0.166 0.284 4.998  -0.06
O1 -0.549 -0.918 4.654  0.02
C6 -0.802 -0.878 3.338  -0.31
N1 -0.323 0.120 2.696  0.06
C7 -1.597 -2.029 2.850  -0.11
C8 -2.287 -2.746 3.833  0.00
C9 -3.018 -3.877 3.519  -0.04
C10 -3.051 -4.334 2.212  -0.04
C11 -2.371 -3.636 1.231  -0.08
C12 -1.657 -2.471 1.519  -0.27
P1 -0.879 -1.690 0.067  1.03
C13 0.098 -3.034 -0.646  -0.36
C14 1.227 -3.440 0.065  -0.11
C15 2.037 -4.448 -0.430  -0.06
C16 1.724 -5.058 -1.638  -0.07
C17 0.597 -4.663 -2.343  -0.06
C18 -0.217 -3.651 -1.852  -0.08
C19 -2.236 -1.334 -1.075  -0.36
C20 -1.903 -0.944 -2.375  -0.12
C21 -2.884 -0.524 -3.254  -0.06
C22 -4.209 -0.465 -2.835  -0.06
C23 -4.546 -0.842 -1.547  -0.06
C24 -3.565 -1.279 -0.666  -0.08
H1 0.725 4.215 4.706  0.09
H2 2.015 3.046 4.438  0.09
H3 0.804 2.762 5.695  0.08
H4 -0.962 2.525 3.934  0.15
H5 1.326 3.006 1.946  0.07
H6 0.057 4.161 2.340  0.10
H7 -0.361 2.681 1.511  0.03
H8 1.507 0.864 3.380  0.12
H9 -0.481 0.885 5.636  0.13
H10 1.055 -0.006 5.551  0.14
H11 -2.240 -2.411 4.858  0.12
H12 -3.547 -4.406 4.301  0.12
H13 -3.603 -5.229 1.954  0.12
H14 -2.396 -4.000 0.211  0.12
H15 1.480 -2.963 1.008  0.10
H16 2.916 -4.755 0.124  0.11
H17 2.359 -5.844 -2.026  0.11
H18 0.346 -5.143 -3.280  0.11
H19 -1.096 -3.354 -2.409  0.10
H20 -0.871 -0.948 -2.696  0.10
H21 -2.612 -0.221 -4.257  0.11
H22 -4.976 -0.117 -3.516  0.11
H23 -5.575 -0.787 -1.216  0.11
H24 -3.843 -1.553 0.343  0.11
Te1 2.679 0.213 0.404  1.46
C25 3.213 -0.994 -1.227  -0.53
C26 4.437 -1.654 -1.217  -0.13
C27 4.805 -2.433 -2.304  -0.07
C28 3.955 -2.554 -3.394  -0.07
C29 2.731 -1.900 -3.400  -0.07
C30 2.358 -1.117 -2.316  -0.15
C31 3.578 1.995 -0.267  -0.51
C32 3.573 2.361 -1.607  -0.13
C33 4.163 3.554 -1.994  -0.06
C34 4.750 4.383 -1.047  -0.07
C35 4.763 4.011 0.288  -0.07
C36 4.185 2.811 0.681  -0.16
H25 5.105 -1.561 -0.369  0.10
H26 5.760 -2.943 -2.299  0.11
H27 4.246 -3.161 -4.242  0.11
H28 2.065 -1.997 -4.249  0.11
H29 1.400 -0.608 -2.310  0.07
H30 3.139 1.712 -2.355  0.09
H31 4.164 3.836 -3.039  0.11
H32 5.207 5.315 -1.354  0.11
H33 5.233 4.646 1.028  0.11
H34 4.215 2.517 1.724  0.09
C37 -4.779 2.937 -0.641  -0.08
C38 -4.165 2.252 0.426  -0.08
C39 -2.867 1.833 0.323  -0.07
C40 -2.101 2.083 -0.845  -0.20
C41 -0.747 1.654 -0.994  -0.21
C42 -0.064 1.963 -2.139  -0.13
C43 -0.680 2.672 -3.195  -0.07
C44 -1.982 3.064 -3.087  -0.04
C45 -2.723 2.786 -1.912  -0.17
C46 -4.072 3.197 -1.780  -0.03
H35 -5.808 3.262 -0.552  0.11
H36 -4.726 2.054 1.331  0.11
H37 -2.415 1.304 1.154  0.08
H38 0.962 1.646 -2.254  0.05
H39 -0.113 2.901 -4.090  0.11
H40 -2.468 3.604 -3.891  0.12
H41 -4.532 3.730 -2.605  0.12

***

What is the energy in the first record? -323.6032 hartree

***

energy above the lowest of the compared OMol25 structures with the same formula, charge and spin of number 3 (C18H48NaO6)? 39.5 kJ/mol

***

Copy entry 2 word for word.
The following is a DFT calculation (ωB97M-V/def2-TZVPD) of a cluster of 2 separate species, C2H5N3O in total.

Summary:
HOMO-LUMO gap = 10.1 eV
energy above the lowest of the compared OMol25 structures with the same formula, charge and spin = 308.3 kJ/mol
energy = -318.6331 hartree
LUMO level = 0.49 eV
HOMO energy = -9.609 eV

Last column: Löwdin charge in e.
Atoms and positions in Å:
C1 1.522 0.916 -0.463  -0.32
C2 -0.614 -0.072 -0.101  -0.29
N1 2.469 1.448 -0.083  0.16
N2 -0.846 0.627 1.000  0.13
N3 0.475 0.227 -0.983  0.05
O1 -0.103 -1.876 0.434  -0.28
H1 -1.491 -0.207 -0.741  0.14
H2 0.005 1.099 1.381  0.13
H3 -1.764 0.856 1.338  0.12
H4 0.869 -0.563 -1.466  0.14
H5 -0.521 -2.456 -0.316  0.03